DFT (ωB97M-V/def2-TZVPD) results for a molecular structure, C66H48N5O3S4V in a non-equilibrium geometry.

Summary:
net charge: +1
LUMO energy (alpha / beta): -2.6 / -2.6 eV
E_HOMO (alpha / beta): -9.5 / -10.0 eV
maximum force: 1.50 eV Å⁻¹
⟨S²⟩: 3.7606
multiplicity: 4
calculated total energy: -5580.11740 hartree

Each line ends with the Mulliken charge.
Element x y z (Å)
V (-0.53, 0.05, 0.20)  0.64
O (-0.97, 1.65, 3.92)  -0.79
C (-0.71, 1.36, 2.75)  -0.20
N (-1.00, 0.24, 2.09)  0.99
C (-1.56, -0.89, 2.80)  -1.70
C (-2.04, -1.92, 1.80)  0.72
C (-2.54, -3.14, 2.22)  -1.00
C (-3.04, -4.02, 1.29)  -1.07
C (-3.06, -3.65, -0.05)  -1.36
C (-2.51, -2.44, -0.39)  0.03
N (-1.97, -1.59, 0.49)  1.48
C (0.08, 2.33, 1.87)  0.75
C (0.30, 3.63, 2.27)  -0.84
C (1.10, 4.44, 1.49)  -0.91
C (1.68, 3.91, 0.35)  -0.79
C (1.40, 2.60, 0.01)  -1.01
N (0.59, 1.82, 0.73)  0.72
H (-2.38, -0.59, 3.46)  0.72
H (-0.80, -1.34, 3.46)  0.46
H (-2.54, -3.36, 3.28)  0.61
H (-3.44, -4.98, 1.60)  0.48
H (-3.47, -4.29, -0.82)  0.65
H (-2.51, -2.10, -1.42)  0.08
H (-0.15, 3.96, 3.20)  0.56
H (1.29, 5.47, 1.77)  0.48
H (2.35, 4.49, -0.27)  0.54
H (1.84, 2.14, -0.87)  0.65
S (4.60, -1.22, 4.54)  -0.18
C (4.33, -0.14, 5.84)  -0.42
C (3.14, 0.50, 5.71)  -0.78
C (2.43, 0.11, 4.54)  -0.43
C (3.10, -0.82, 3.80)  0.31
C (2.67, -1.48, 2.55)  -0.06
C (1.69, -0.86, 1.76)  -0.70
N (1.14, -1.34, 0.66)  1.21
C (1.63, -2.53, 0.20)  -1.04
C (2.66, -3.20, 0.88)  0.96
C (3.20, -4.44, 0.39)  -1.24
C (2.73, -4.98, -0.75)  -1.06
C (1.67, -4.34, -1.46)  0.62
C (1.15, -4.89, -2.65)  -0.90
C (0.13, -4.30, -3.34)  0.21
C (-0.38, -3.12, -2.75)  0.68
N (0.07, -2.57, -1.66)  0.97
C (1.10, -3.15, -1.00)  -0.92
C (-0.37, -4.86, -4.61)  0.33
C (0.13, -5.96, -5.26)  -0.52
C (-0.54, -6.26, -6.47)  -0.79
C (-1.55, -5.38, -6.72)  -0.41
S (-1.69, -4.20, -5.51)  0.07
C (3.16, -2.66, 2.08)  -0.73
H (5.06, -0.04, 6.62)  0.45
H (2.77, 1.22, 6.43)  0.42
H (1.45, 0.49, 4.29)  0.57
H (1.35, 0.11, 2.09)  0.22
H (3.99, -4.91, 0.96)  0.47
H (3.13, -5.91, -1.13)  0.51
H (1.60, -5.81, -3.01)  0.41
H (-1.48, -1.63, -3.09)  -0.48
H (0.97, -6.54, -4.89)  0.37
H (-0.28, -7.09, -7.11)  0.44
H (-2.22, -5.37, -7.56)  0.44
H (3.93, -3.22, 2.62)  0.48
C (-6.12, 5.37, 2.62)  -1.60
C (-5.17, 4.47, 1.88)  1.05
C (-4.44, 3.50, 2.54)  -1.16
C (-3.54, 2.68, 1.86)  0.28
C (-3.39, 2.85, 0.50)  -0.27
C (-4.11, 3.81, -0.20)  -0.89
C (-5.00, 4.61, 0.50)  -0.89
S (-2.21, 1.92, -0.47)  2.89
O (-1.59, 2.92, -1.39)  -0.69
C (-3.35, 0.84, -1.35)  0.97
C (-4.32, 0.20, -0.53)  -1.44
C (-5.17, -0.71, -1.07)  -0.94
C (-5.04, -1.09, -2.43)  0.91
C (-5.86, -2.10, -2.99)  -0.98
C (-5.70, -2.49, -4.29)  -0.85
C (-4.71, -1.88, -5.09)  -0.82
C (-3.92, -0.89, -4.58)  -0.94
C (-4.07, -0.46, -3.24)  1.09
C (-3.23, 0.58, -2.68)  0.00
C (-2.41, 1.35, -3.67)  -1.08
C (-3.15, 2.15, -4.60)  1.08
C (-4.54, 2.43, -4.40)  -0.84
C (-5.23, 3.19, -5.30)  -0.97
C (-4.59, 3.72, -6.44)  -0.70
C (-3.27, 3.48, -6.64)  -1.09
C (-2.52, 2.71, -5.72)  0.75
C (-1.14, 2.46, -5.90)  -1.48
C (-0.42, 1.77, -4.97)  -1.36
C (-1.06, 1.24, -3.82)  1.34
S (-0.07, 0.41, -2.58)  2.12
O (-1.42, -2.55, -3.40)  -0.15
C (1.60, 0.60, -3.11)  -0.68
C (2.16, 1.87, -3.26)  -0.32
C (3.49, 2.00, -3.62)  -1.00
C (4.29, 0.87, -3.82)  0.91
C (5.74, 1.02, -4.22)  -1.64
C (3.72, -0.38, -3.66)  -0.79
C (2.38, -0.53, -3.32)  -0.76
H (-6.22, 5.07, 3.66)  0.37
H (-7.12, 5.35, 2.17)  0.37
H (-5.78, 6.41, 2.59)  0.32
H (-4.56, 3.37, 3.61)  0.39
H (-3.00, 1.93, 2.41)  0.24
H (-3.97, 3.94, -1.27)  0.62
H (-5.57, 5.36, -0.04)  0.43
H (-4.39, 0.45, 0.52)  0.45
H (-5.93, -1.19, -0.46)  0.44
H (-6.61, -2.56, -2.36)  0.50
H (-6.33, -3.27, -4.71)  0.43
H (-4.57, -2.20, -6.11)  0.59
H (-3.16, -0.44, -5.21)  0.44
H (-5.05, 2.04, -3.53)  0.41
H (-6.28, 3.39, -5.12)  0.45
H (-5.16, 4.31, -7.15)  0.41
H (-2.76, 3.89, -7.51)  0.47
H (-0.64, 2.85, -6.78)  0.45
H (0.64, 1.62, -5.13)  0.70
H (1.54, 2.74, -3.10)  0.81
H (3.91, 2.99, -3.75)  0.41
H (6.10, 2.03, -4.05)  0.39
H (5.86, 0.80, -5.29)  0.30
H (6.37, 0.33, -3.67)  0.40
H (4.33, -1.27, -3.81)  0.45
H (1.95, -1.52, -3.22)  0.35